Arrangement i

14
Properties=species:S:1:pos:R:3:mulliken_charge:R:1 method="wB97M-V/def2-TZVPD" lumo_energy_ev=0.3 e_homo_ev=-9.3
C -0.5893 2.3178 0.7183 -0.65
C -0.9524 -2.2696 -0.5481 -0.42
C 0.0853 -1.6136 -1.0787 -0.32
C -1.6443 1.7500 0.2278 0.19
Br 4.2548 1.6364 0.4680 -0.24
Br 1.2653 -0.4679 -0.0702 -0.10
Br -2.9803 0.9025 1.3312 -0.11
Br -2.1311 1.8206 -1.6194 -0.09
H -0.3713 2.0618 1.7152 0.32
H 5.0835 2.8023 0.2654 0.22
H 0.1377 2.7641 0.0553 0.33
H -1.2296 -2.0223 0.5225 0.19
H -1.3305 -3.1501 -1.0248 0.27
H 0.4458 -1.5958 -2.0454 0.41

=====

Arrangement ii

14
Properties=species:S:1:pos:R:3:mulliken_charge:R:1 method="wB97M-V/def2-TZVPD" lumo_energy_ev=0.1 e_homo_ev=-9.6
C 1.9040 0.8365 0.1019 -0.71
C 1.6179 -1.4404 -0.7715 -1.20
C 1.4196 -0.3664 0.2566 0.39
C -2.7258 0.6653 0.3039 -0.11
Br 0.4841 -0.8867 1.8595 -0.14
Br -3.4490 2.1472 -0.7784 -0.04
Br -2.6917 1.2279 2.1259 0.01
Br -3.9436 -0.8192 0.0165 0.01
H 1.7807 1.6976 0.7340 0.31
H -1.6646 0.5332 0.0366 0.13
H 2.3838 1.1919 -0.7898 0.27
H 1.4302 -0.9680 -1.6925 0.35
H 0.8432 -2.1408 -0.8815 0.40
H 2.6112 -1.6781 -0.5210 0.34

=====

Of the structures shown above, arrangement ii is the most stable.